{"formula": "C17H35AgF4Li2NO14P2S4", "method": "ωB97M-V/def2-TZVPD", "species": ["Ag", "S", "S", "S", "S", "P", "P", "F", "F", "F", "F", "O", "O", "O", "O", "O", "O", "O", "O", "O", "O", "O", "O", "O", "O", "N", "C", "C", "C", "C", "C", "C", "C", "C", "C", "C", "C", "C", "C", "C", "C", "C", "C", "Li", "Li", "H", "H", "H", "H", "H", "H", "H", "H", "H", "H", "H", "H", "H", "H", "H", "H", "H", "H", "H", "H", "H", "H", "H", "H", "H", "H", "H", "H", "H", "H", "H", "H", "H", "H", "H"], "xyz": [[-19.030, 24.702, -1.824], [-11.975, 24.415, 1.959], [-16.666, 27.042, 0.206], [-22.321, 19.846, 0.891], [-12.815, 20.534, -1.322], [-16.539, 22.504, -0.235], [-15.631, 24.433, -3.502], [-16.790, 21.844, 1.193], [-15.349, 24.521, -5.048], [-16.287, 25.830, -3.286], [-17.544, 23.764, -0.357], [-15.183, 23.063, -0.249], [-17.789, 26.605, -0.572], [-12.319, 20.473, 0.033], [-14.329, 24.347, -2.791], [-12.578, 24.251, 3.272], [-23.501, 19.726, 0.050], [-22.329, 19.555, 2.305], [-15.359, 27.094, -0.400], [-12.873, 21.793, -2.008], [-17.849, 21.103, 5.302], [-17.291, 22.887, 6.353], [-16.686, 23.417, -3.301], [-12.748, 24.449, 0.714], [-17.001, 21.494, -1.248], [-17.789, 22.297, 5.433], [-10.835, 23.027, 1.736], [-19.672, 19.867, 0.425], [-11.799, 19.437, -2.369], [-9.397, 24.911, 2.588], [-17.026, 28.339, 2.525], [-18.413, 23.108, 4.333], [-14.346, 19.555, -1.599], [-21.588, 21.498, 0.675], [-10.647, 25.677, 2.121], [-17.321, 26.874, 2.826], [-20.921, 19.015, 0.091], [-9.658, 23.370, 2.623], [-17.189, 28.570, 1.023], [-12.355, 18.080, -1.947], [-16.514, 26.091, 1.771], [-20.076, 21.331, 0.776], [-13.870, 18.134, -1.998], [-13.363, 23.962, -1.093], [-17.717, 21.713, -3.062], [-19.539, 22.064, 0.167], [-8.665, 25.121, 1.812], [-21.967, 22.244, 1.371], [-19.127, 19.440, 1.267], [-9.081, 25.317, 3.544], [-11.052, 26.317, 2.902], [-15.966, 28.452, 2.768], [-11.914, 17.838, -0.978], [-11.984, 17.314, -2.632], [-17.681, 29.003, 3.082], [-18.223, 24.148, 4.576], [-10.770, 19.679, -2.099], [-15.433, 26.125, 1.910], [-18.263, 28.715, 0.863], [-11.854, 19.624, -3.441], [-19.680, 21.599, 1.756], [-14.239, 17.328, -1.365], [-8.738, 23.000, 2.168], [-14.189, 17.941, -3.022], [-10.478, 26.092, 1.132], [-14.854, 19.924, -2.487], [-20.814, 18.000, 0.465], [-11.508, 22.211, 1.995], [-18.954, 19.848, -0.394], [-21.913, 21.832, -0.313], [-20.896, 19.008, -0.997], [-16.800, 29.481, 0.570], [-9.703, 22.941, 3.620], [-18.252, 22.722, 3.336], [-18.374, 26.595, 2.727], [-16.769, 25.077, 1.481], [-10.621, 23.042, 0.670], [-17.052, 26.638, 3.854], [-15.064, 19.585, -0.785], [-19.465, 22.963, 4.593]], "atomic_forces_ev_per_a": [[0.7, 0.7, -0.1], [1.6, -1.6, 0.1], [1.5, 0.6, 1.9], [-0.1, 0.6, -1.0], [0.4, -1.2, -1.5], [1.7, -1.6, -0.8], [2.5, 0.4, -0.3], [-0.6, 1.1, -0.9], [-0.3, 0.0, 0.6], [-0.2, 0.1, 0.0], [-0.2, -0.7, 1.0], [-0.3, 0.1, 0.2], [-1.6, -1.0, -1.2], [-0.5, -0.1, -0.3], [-0.9, 0.2, -0.2], [-0.3, 0.6, -1.1], [0.8, 0.0, 1.0], [0.0, -0.2, -0.7], [-0.7, 0.2, 0.0], [-0.4, 1.4, 0.3], [-0.1, -0.8, 0.0], [0.2, 0.4, 0.6], [-2.0, -1.0, 0.2], [-0.1, 0.9, 0.7], [-0.8, 0.6, 0.3], [0.4, 0.1, -1.2], [-1.0, 1.0, 0.3], [0.2, 0.0, 0.7], [-0.1, 0.1, 0.9], [-0.9, 0.0, -0.3], [0.7, -0.2, -0.4], [-1.4, 0.2, 1.5], [0.0, -0.6, -0.2], [0.0, 0.3, -0.2], [-1.0, -0.7, 0.2], [-0.1, -0.9, -0.7], [1.3, 0.4, 0.2], [1.2, 0.0, -0.5], [-1.2, 0.4, -0.1], [1.7, -0.3, -0.7], [0.2, 0.5, -0.8], [0.5, 0.0, 0.1], [0.2, 0.0, 0.5], [-0.8, -0.5, -0.2], [1.3, 0.6, 0.6], [-0.2, -0.2, -0.5], [0.4, -0.1, 0.3], [-0.3, -0.4, 0.3], [-0.1, 0.0, 0.1], [0.2, -0.2, 0.0], [0.1, 0.5, -0.4], [-0.1, 0.5, 0.4], [-0.5, 0.0, 0.2], [-0.1, 0.0, 0.1], [0.3, 0.2, 0.1], [0.5, 0.0, -0.6], [0.0, -0.4, 0.3], [0.0, 0.0, 0.4], [0.0, -0.6, -0.3], [-0.7, 0.3, 0.1], [-0.5, -0.3, 0.3], [-0.4, 0.2, 0.0], [-0.2, -0.6, 0.2], [-0.1, -0.1, 0.0], [-0.4, 0.5, 0.2], [0.2, 0.8, 0.2], [-0.3, 0.0, 0.1], [0.6, -0.5, 0.0], [-0.2, 0.0, -0.1], [0.1, -0.2, -0.1], [-1.3, -0.1, 0.0], [0.8, -0.3, 0.2], [-0.3, 0.2, 0.1], [0.6, 0.0, 0.1], [-0.1, 0.3, -0.1], [-0.3, -0.1, 0.5], [0.2, -0.3, 0.0], [0.3, -0.1, -0.1], [0.3, 0.1, 0.3], [-0.1, 0.0, -0.4]], "lowdin_charge": [0.87, 0.72, 0.69, 0.69, 0.69, 0.25, 0.18, -0.10, -0.10, -0.11, -0.22, -0.29, -0.39, -0.30, -0.33, -0.30, -0.33, -0.30, -0.29, -0.36, 0.08, 0.08, -0.40, -0.43, -0.39, -0.47, -0.22, -0.20, -0.21, -0.19, -0.21, 0.05, -0.19, -0.23, -0.19, -0.21, -0.21, -0.20, -0.21, -0.24, -0.19, -0.22, -0.20, 0.68, 0.77, 0.07, 0.11, 0.11, 0.12, 0.12, 0.10, 0.12, 0.12, 0.12, 0.12, 0.08, 0.11, 0.10, 0.11, 0.11, 0.09, 0.12, 0.11, 0.11, 0.10, 0.09, 0.11, 0.10, 0.08, 0.09, 0.10, 0.11, 0.12, 0.07, 0.12, 0.07, 0.11, 0.12, 0.09, 0.10], "lumo_ev": -5.082, "charge": 1}

{"formula": "C18H22N8O3", "method": "ωB97M-V/def2-TZVPD", "species": ["O", "O", "O", "N", "N", "N", "N", "N", "N", "N", "N", "C", "C", "C", "C", "C", "C", "C", "C", "C", "C", "C", "C", "C", "C", "C", "C", "C", "C", "H", "H", "H", "H", "H", "H", "H", "H", "H", "H", "H", "H", "H", "H", "H", "H", "H", "H", "H", "H", "H", "H"], "xyz": [[-2.528, 0.296, 4.464], [-0.517, -1.528, -0.618], [0.138, 0.056, 4.023], [2.515, -0.578, 0.365], [1.158, 0.777, -6.189], [-2.395, -0.255, -0.459], [-1.788, 0.977, -2.831], [0.067, 1.536, -5.907], [-0.643, -0.702, 2.023], [0.387, 0.095, -4.262], [2.482, -2.525, -0.698], [-0.969, -0.036, -2.383], [0.305, -0.537, 2.960], [1.706, 1.756, 0.882], [2.002, -2.685, 0.578], [-1.984, -0.093, 2.064], [0.108, -0.497, -3.057], [-1.270, -0.670, -1.062], [-1.908, 1.429, 1.974], [1.346, -0.075, -5.215], [2.824, 0.799, 0.605], [-2.804, -0.647, 0.884], [-0.398, 1.120, -4.752], [1.661, -1.177, 2.671], [-2.750, -0.518, 3.344], [2.013, -1.502, 1.260], [2.430, 1.806, -0.434], [2.780, -1.256, -0.783], [-1.515, 1.532, -3.967], [0.739, -1.295, -2.689], [1.876, 2.535, 1.612], [1.893, 1.433, -1.296], [-2.900, 1.860, 2.117], [2.401, -0.519, 3.127], [-3.832, -0.313, 1.003], [-2.879, 0.502, -0.920], [-1.529, 1.743, 1.000], [3.761, 0.967, 1.123], [2.131, -0.810, -5.152], [-1.563, 0.324, 4.598], [3.209, -0.757, -1.639], [-1.261, 1.828, 2.751], [-2.505, -1.569, 3.547], [-3.822, -0.462, 3.142], [-0.381, -1.176, 1.160], [1.662, -3.643, 0.940], [1.680, -2.104, 3.250], [-2.802, -1.740, 0.935], [0.708, 1.342, 0.871], [3.112, 2.620, -0.626], [-2.145, 2.334, -4.332]], "atomic_forces_ev_per_a": [[0.0, 0.0, 0.0], [-0.1, -0.1, 0.0], [0.0, 0.0, 0.0], [0.0, 0.0, -0.2], [0.0, 0.0, 0.0], [0.1, 0.5, 0.2], [0.0, 0.0, 0.0], [0.0, 0.0, 0.0], [0.0, 0.1, -0.1], [0.0, 0.0, 0.0], [0.0, 0.0, 0.0], [0.0, 0.0, 0.0], [0.0, 0.0, -0.1], [0.0, 0.0, 0.0], [0.0, 0.0, 0.0], [-0.2, 0.2, 0.1], [0.0, 0.0, 0.0], [-0.1, -0.2, -0.2], [0.0, 0.0, 0.0], [0.0, 0.0, 0.0], [0.0, 0.1, 0.1], [0.1, -0.4, -0.1], [0.0, 0.0, 0.0], [0.0, 0.0, 0.0], [0.0, 0.0, 0.0], [0.1, -0.1, 0.1], [0.0, 0.0, 0.1], [0.0, 0.0, 0.0], [0.0, 0.0, 0.0], [0.0, 0.0, 0.0], [0.0, 0.0, 0.0], [0.0, 0.0, 0.0], [0.0, 0.0, 0.0], [0.0, 0.0, 0.0], [0.0, 0.0, 0.0], [0.0, 0.0, 0.0], [0.0, 0.0, 0.0], [0.0, 0.0, 0.0], [0.0, 0.0, 0.0], [0.0, 0.0, 0.0], [0.0, 0.0, 0.0], [0.0, 0.0, 0.0], [0.0, 0.0, 0.0], [0.0, 0.0, 0.0], [0.0, -0.1, 0.1], [0.0, 0.0, 0.0], [0.0, 0.0, 0.0], [0.0, 0.0, 0.0], [0.0, 0.0, 0.0], [0.0, 0.0, 0.0], [0.0, 0.0, 0.0]], "lowdin_charge": [-0.06, 0.04, 0.04, 0.00, 0.03, 0.10, 0.13, 0.07, 0.15, 0.03, 0.07, -0.16, -0.46, -0.07, -0.11, -0.43, 0.06, -0.42, -0.01, -0.12, -0.24, -0.10, -0.28, -0.02, -0.21, -0.23, -0.08, -0.19, -0.03, 0.13, 0.11, 0.09, 0.10, 0.13, 0.13, 0.13, 0.07, 0.15, 0.13, 0.05, 0.13, 0.09, 0.13, 0.12, 0.09, 0.11, 0.14, 0.14, 0.08, 0.10, 0.13], "lumo_ev": -0.526, "relative_energy_kcal_mol": 5.0}

{"formula": "C5H11N2O", "method": "ωB97M-V/def2-TZVPD", "species": ["O", "N", "N", "C", "C", "C", "C", "C", "H", "H", "H", "H", "H", "H", "H", "H", "H", "H", "H"], "xyz": [[3.417, -0.271, -0.613], [-0.931, -0.042, 0.097], [2.231, 0.571, 1.230], [2.361, -0.147, 0.207], [-2.316, -0.069, 0.411], [-0.112, -0.985, 0.351], [-0.577, 1.167, -0.636], [1.214, -1.122, -0.166], [-1.215, 1.229, -1.571], [3.083, 1.034, 1.481], [-2.534, 0.682, 1.238], [1.710, -2.112, -0.113], [-2.761, -1.061, 0.603], [-0.761, 2.183, -0.067], [4.130, 0.460, -0.376], [1.162, -0.999, -1.246], [0.481, 1.086, -0.720], [-2.837, 0.206, -0.506], [-0.323, -1.742, 1.022]], "atomic_forces_ev_per_a": [[1.7, 1.9, 0.5], [0.1, 0.3, 0.0], [-0.6, -0.4, 0.0], [-0.7, -0.2, 0.8], [-2.4, 0.2, 1.2], [0.5, 1.1, 0.3], [-0.6, 1.9, -0.1], [3.6, 0.4, -2.4], [1.2, -0.2, 0.9], [0.5, 0.7, 0.2], [0.1, -1.0, -1.1], [-0.9, 0.2, 0.6], [0.8, 0.3, 0.5], [0.0, -2.4, -0.6], [-2.1, -2.2, -0.6], [-0.2, 0.0, -0.5], [0.6, 0.5, -1.0], [-0.1, 0.5, 0.1], [-1.7, -1.5, 1.1]], "lowdin_charge": [0.07, -0.14, 0.18, -0.51, -0.01, 0.01, 0.02, -0.07, 0.14, 0.07, 0.15, 0.16, 0.12, 0.17, 0.20, 0.14, 0.06, 0.10, 0.15], "lumo_ev": -4.609, "charge": 1, "relative_energy_kcal_mol": 59.0}

{"formula": "C9H40N18O11", "method": "ωB97M-V/def2-TZVPD", "species": ["O", "O", "O", "O", "O", "O", "O", "O", "O", "O", "O", "N", "N", "N", "N", "N", "N", "N", "N", "N", "N", "N", "N", "N", "N", "N", "N", "N", "N", "C", "C", "C", "C", "C", "C", "C", "C", "C", "H", "H", "H", "H", "H", "H", "H", "H", "H", "H", "H", "H", "H", "H", "H", "H", "H", "H", "H", "H", "H", "H", "H", "H", "H", "H", "H", "H", "H", "H", "H", "H", "H", "H", "H", "H", "H", "H", "H", "H"], "xyz": [[1.944, -1.322, 3.939], [-0.520, -4.797, 1.453], [1.563, 3.520, -1.514], [-2.154, -1.237, -0.800], [0.669, 1.928, 1.610], [-1.163, 0.177, -5.140], [-2.406, 1.701, 2.830], [-0.997, 4.801, -4.236], [-3.854, -2.875, 3.207], [1.430, -2.343, -0.668], [4.020, 2.535, -1.070], [-2.617, 0.148, -3.287], [-4.131, -0.720, 2.493], [4.323, -1.286, 3.527], [0.824, 4.490, 0.495], [-0.830, 1.486, 0.046], [0.024, -0.245, 1.187], [-2.055, -1.530, 3.163], [-0.130, 2.646, -4.416], [-0.538, -0.986, -3.235], [3.511, -1.809, 0.262], [2.969, 0.507, 2.931], [1.301, -3.559, 2.107], [-1.744, 3.402, -5.894], [0.126, -4.680, 3.571], [-1.177, -3.218, -0.683], [0.516, 5.469, -1.672], [-3.107, -2.791, 0.428], [2.361, -0.315, -1.098], [-3.418, -1.777, 2.982], [0.916, 4.380, -0.877], [2.949, -0.751, 3.552], [-1.447, -0.225, -3.955], [0.251, -4.359, 2.298], [-2.117, -2.401, -0.420], [0.029, 1.063, 0.970], [2.357, -1.531, -0.477], [-0.953, 3.664, -4.799], [-0.038, 4.948, 0.698], [-0.290, -2.943, -1.057], [1.569, -2.916, 2.861], [-1.379, -2.264, 2.926], [4.378, -1.532, -0.218], [-0.558, -5.358, 3.824], [0.679, 2.899, -3.873], [-1.864, 1.984, 3.572], [-0.831, -1.200, -2.247], [0.607, -4.158, 4.306], [-0.008, -1.574, -3.839], [-1.869, 2.480, -6.239], [3.545, -2.784, 0.577], [-1.285, -4.170, -0.405], [-3.578, 0.124, 2.476], [-0.455, -0.905, 0.540], [4.377, -2.242, 3.272], [-3.218, -3.608, 0.997], [1.491, -0.201, -1.584], [3.918, 0.813, 2.705], [0.113, 6.245, -1.165], [4.691, 2.829, -1.677], [3.040, 0.459, -0.875], [-2.513, 4.069, -6.030], [-3.950, -2.239, 0.295], [1.230, -3.141, 1.193], [-1.710, -0.609, 2.763], [0.888, 3.562, 0.940], [-3.008, -0.367, -2.486], [-1.107, 0.687, -0.605], [3.261, 3.161, -1.225], [-1.916, 1.992, 2.036], [0.171, 5.261, -2.606], [-0.644, 2.283, -0.532], [-3.345, 0.501, -3.872], [5.087, -0.727, 3.156], [2.214, 1.042, 2.603], [-4.982, -0.571, 2.999], [0.710, -0.674, 1.797], [-0.145, 1.683, -4.810]], "atomic_forces_ev_per_a": [[0.8, -0.2, -0.2], [0.2, -0.2, -0.6], [-1.0, -0.5, 1.4], [0.6, 2.5, -1.3], [0.4, -1.3, 0.5], [-1.2, -1.3, 3.0], [0.3, 0.2, -0.5], [0.4, -2.3, -0.9], [-1.1, -0.9, 0.3], [1.0, 0.8, 0.8], [-0.8, 0.3, 0.2], [0.6, -0.6, -0.2], [0.0, 0.6, 0.2], [-2.1, 0.9, 1.0], [-0.2, -0.8, -1.4], [-2.2, -2.3, -3.4], [0.2, -2.2, 0.0], [1.0, 2.0, -1.2], [0.3, -0.2, -0.1], [-1.7, 1.3, 0.9], [0.0, -0.7, -0.3], [2.5, -2.1, 1.5], [1.2, 1.8, -1.3], [-0.6, 1.5, 0.5], [-0.1, -0.4, 3.0], [1.9, -2.5, -1.2], [-0.3, -0.7, 2.2], [-1.3, 0.4, -0.9], [0.7, -0.4, 1.1], [2.1, -0.4, 0.0], [1.9, 1.7, -2.8], [2.1, 1.6, -2.2], [0.2, 0.8, -1.5], [-0.9, -0.8, 0.2], [-2.6, 0.1, 2.3], [1.1, 2.1, 0.8], [0.7, 0.3, -1.4], [-0.1, 1.3, 0.4], [-0.5, 0.4, 0.7], [0.3, 0.2, -0.1], [-0.1, -0.4, -0.3], [-0.9, 0.1, 0.4], [-0.7, 0.0, 0.5], [-0.4, -0.1, 0.2], [-0.1, 0.1, 0.3], [0.0, 0.0, 0.0], [0.3, -0.3, -1.5], [-0.3, -0.6, -0.5], [0.6, -0.5, 0.2], [0.0, -0.7, -0.1], [-0.1, 0.5, -0.3], [0.3, -0.4, 0.4], [-0.1, 0.3, 0.0], [0.4, 1.0, 0.6], [0.0, -0.8, 0.1], [0.5, -0.4, -0.1], [0.1, 0.8, -0.4], [-1.1, 0.1, -0.2], [-0.3, 0.0, -0.4], [0.5, 0.1, -0.3], [-1.3, -0.9, -0.5], [0.7, -0.6, 0.1], [0.4, -0.1, 0.5], [0.4, 0.3, -0.4], [-0.7, -1.6, 0.8], [0.1, 0.3, 0.1], [1.1, 0.1, -0.4], [-0.2, 1.4, 1.2], [0.3, -0.9, 0.2], [-0.3, -0.1, 0.4], [-0.1, 0.0, -0.1], [0.5, 0.6, 0.3], [0.0, 0.4, -0.5], [-0.7, -0.1, 0.0], [-1.5, 0.8, -0.1], [-0.6, -0.1, -0.1], [-0.2, 0.4, 0.1], [-0.3, 1.2, 0.1]], "lowdin_charge": [0.01, 0.02, -0.04, -0.05, -0.03, -0.07, -0.05, -0.05, 0.03, -0.04, -0.09, 0.16, 0.16, 0.11, 0.17, 0.19, 0.21, 0.15, 0.16, 0.16, 0.14, 0.17, 0.18, 0.15, 0.17, 0.22, 0.16, 0.19, 0.19, -0.71, -0.59, -0.56, -0.57, -0.74, -0.71, -0.69, -0.62, -0.62, 0.09, 0.07, 0.06, 0.08, 0.12, 0.11, 0.08, 0.06, 0.06, 0.12, 0.10, 0.07, 0.10, 0.10, 0.04, 0.10, 0.06, 0.10, 0.08, 0.10, 0.09, 0.02, 0.11, 0.11, 0.11, 0.05, 0.07, 0.06, 0.08, 0.11, 0.01, 0.03, 0.06, 0.09, 0.09, 0.08, 0.03, 0.10, 0.09, 0.07], "lumo_ev": 0.139, "relative_energy_kcal_mol": 10.2}

Q: Which HOMO-LUMO gap values were calculated for the entries above? A: 7.48, 8.26, 9.79, 9.71, in eV.